# 1
Molecular formula: C47H121N7O15
Method: DFT, ωB97M-V with the def2-TZVPD basis set

```
190
Properties=species:S:1:pos:R:3
N 0.14 -5.85 -1.11
H 0.79 5.19 -1.52
H 2.93 -1.07 0.07
C -1.66 4.83 -6.01
H -0.91 -4.28 -3.74
O -1.74 0.31 1.98
H 4.19 -4.81 -0.67
O -3.69 -3.39 0.77
H -4.11 3.26 -1.58
H -4.05 7.57 -4.55
H -2.75 8.78 -4.57
H 0.04 2.35 2.25
O -1.71 -2.71 -2.67
N -2.41 0.21 -0.55
H 4.53 0.92 1.59
H -2.97 5.46 -0.32
O 0.14 -2.08 0.52
C 3.39 5.79 0.79
H 0.23 0.17 -1.18
H -3.48 -8.15 -1.27
H 0.89 5.90 0.11
H -0.30 -4.05 0.92
C -2.49 6.10 -6.34
H 1.00 -3.82 -0.14
H 4.60 2.96 -0.42
H 3.37 1.32 -3.67
H -4.87 2.01 -0.56
C 0.69 0.19 -0.20
H -0.45 6.33 -0.94
H -0.43 -2.75 -4.36
C 2.80 -0.31 -2.28
H 1.91 -1.14 1.05
H -1.57 0.29 0.01
C -3.23 7.98 -5.14
H -4.58 -6.98 -0.53
H -0.36 -1.40 -1.63
H 0.01 -5.34 -3.13
H 0.07 5.06 3.63
H -4.33 -7.00 -2.29
H -0.54 -5.92 -0.36
H -3.85 3.11 1.41
C -1.25 2.98 -4.53
N -0.11 0.76 0.88
H -3.36 -1.53 -1.33
H -3.22 -1.13 1.81
H -3.66 1.57 0.57
O -0.61 4.42 -0.14
C -3.84 -7.12 -1.32
C 3.13 -4.43 2.36
H 1.29 0.43 1.16
O -2.72 -6.23 -1.28
O 2.97 5.15 -0.42
H 2.72 -5.30 1.85
C -3.53 0.50 0.39
C 3.47 -2.48 2.37
H 0.21 -3.32 -2.79
H 1.25 -3.50 1.62
O -5.27 4.37 0.72
H 2.09 -4.01 1.07
C 0.08 3.21 0.18
H -1.74 0.34 -1.23
C -0.93 0.77 -1.83
C 1.26 -1.23 0.19
H 3.97 -4.06 1.77
H 4.67 -1.47 0.31
O 3.39 -1.13 2.01
H 4.04 3.07 1.18
C -2.00 2.02 -3.57
H 0.11 -0.44 4.28
C 1.03 -3.72 3.35
H -3.53 5.78 -6.35
H 3.42 -4.76 3.36
C -3.16 -0.04 1.79
C 0.06 -2.46 3.64
C 0.67 -1.36 4.42
H -3.31 -2.34 3.21
H -1.86 -3.41 3.53
C 3.09 1.38 3.75
C -0.29 4.13 4.08
H 2.97 -0.69 -1.27
N -1.12 -2.86 4.42
C -2.44 -3.29 1.45
H 2.02 3.56 -1.16
H -2.13 6.50 -7.29
C -2.89 4.64 0.40
H 1.05 0.57 3.53
H 0.37 -4.40 2.81
O 2.11 -3.36 2.48
C 0.21 5.51 -0.65
H 3.73 1.70 -0.88
C 1.12 -4.75 -0.75
H 4.92 -6.08 0.30
H 1.71 3.87 0.54
H 1.89 -4.53 -1.49
H 0.93 1.52 -2.85
H -1.39 -0.60 -2.84
C 4.27 0.58 0.59
C 3.84 -0.86 0.64
H -1.46 -3.81 4.33
H 0.86 -1.57 5.48
H -0.45 3.47 -3.99
H 0.57 -3.81 -0.66
C -0.63 -5.38 -2.25
H 2.56 1.31 0.88
H -0.19 -0.02 -1.70
H 4.52 -2.78 2.30
H -5.37 4.33 1.68
H 3.59 0.44 3.98
H 1.63 0.70 -0.35
H -3.43 -4.07 3.20
H -0.52 1.70 -1.45
H -0.27 -2.02 2.69
H 0.81 2.93 -0.58
H 3.00 -2.81 3.29
H 3.60 -0.80 -2.83
H -2.09 -1.88 -0.20
H 1.39 -4.17 4.28
H -0.76 0.09 1.25
C -1.18 -0.13 3.18
C -1.35 -1.38 -2.09
H 2.92 1.94 4.68
H -2.53 -5.87 -3.31
C 0.58 -3.41 0.78
N 2.12 0.70 1.66
C -2.39 -1.18 -0.98
H -0.92 -4.34 -2.11
C 4.17 -5.28 0.32
H 1.67 -1.19 4.01
C -0.67 -3.26 -3.43
H 3.40 6.85 0.52
H 1.58 3.19 2.29
H 1.83 2.96 -2.84
O 4.12 1.66 -1.76
N 3.22 1.49 0.13
H -2.06 -5.47 1.17
C 1.81 1.97 -2.38
C 3.68 2.88 0.17
H -1.19 -4.39 0.00
C -1.91 -6.25 -2.50
H 0.71 3.38 1.05
H -0.98 -2.65 5.40
H -2.77 5.20 1.33
H -2.56 4.55 -4.20
H -1.25 3.84 3.68
H -1.46 2.25 1.29
H -0.61 -4.56 1.57
H -0.78 2.47 -5.37
H -1.20 -1.22 3.13
H -1.49 1.77 -0.41
H -0.53 4.35 5.12
H 2.63 -0.15 1.82
H 1.10 -5.41 1.30
H -2.41 2.52 -2.70
C -1.55 -4.52 1.02
H -0.67 5.17 -5.72
C 0.94 2.50 2.84
N -2.27 3.98 -4.98
C 1.81 -4.96 0.60
H -1.95 -2.39 1.08
H 2.91 -3.09 1.67
C -2.76 -3.25 2.94
O 2.88 -5.83 0.48
H 4.42 5.53 1.01
H 3.84 1.99 3.25
H 4.37 -4.51 1.06
C 1.73 1.22 2.99
H -3.47 -3.43 -0.17
H -2.86 1.67 -4.13
C 2.49 3.82 -0.21
O -1.18 0.87 -3.24
H 5.11 0.56 -0.10
H -1.91 4.20 0.25
H -0.17 0.28 3.23
C 3.09 1.19 -2.63
C -0.83 2.02 0.43
H -1.48 4.13 -6.82
H -3.13 2.12 -0.70
H -1.74 0.29 4.01
H 1.57 1.96 -1.32
H 1.88 -0.71 -2.71
H -3.86 0.32 2.55
O -2.21 7.06 -5.33
H -1.56 -7.24 -2.77
C -4.08 3.68 0.51
H -3.60 8.49 -6.03
H 1.95 -1.65 -0.55
H 2.78 5.56 1.66
O 0.53 2.94 4.13
C -4.04 2.71 -0.65
H -4.50 0.13 0.07
```

net charge: 0
E: -3371.97758 Eh
HOMO-LUMO gap: 6.56 eV
F_max: 19.16 eV Å⁻¹

# 2
Molecular formula: C47H128HgN11O12
Method: DFT, ωB97M-V with the def2-TZVPD basis set

```
199
Properties=species:S:1:pos:R:3
H 1.52 -0.62 0.57
H -2.45 5.08 -5.52
N 4.80 2.68 1.33
O -4.08 -3.60 -0.49
H -0.94 2.25 -7.48
C 1.00 2.58 -4.73
H -5.20 2.11 -2.61
H 2.14 -2.29 -1.66
H -2.21 -7.11 1.65
H -0.71 3.96 2.20
C -3.75 1.35 -4.22
H -4.13 2.81 3.05
C 3.15 -2.93 2.87
H 2.81 -3.68 0.26
H 3.87 1.31 5.78
O 4.91 -4.12 -3.21
C 1.94 3.75 -4.39
C -1.43 1.33 -7.18
H 6.04 -2.33 -2.94
H 2.82 2.41 -0.44
H 4.97 -0.89 -0.55
H 2.74 0.51 2.34
C 4.91 7.35 0.33
N -0.10 -4.46 1.96
C -4.73 -1.20 -0.82
C 3.65 -4.13 2.06
H 3.03 -3.63 -1.73
H 3.74 0.06 3.66
H 2.06 -0.51 3.73
H 1.81 -4.33 1.14
O 4.40 6.02 -0.04
C -3.00 1.89 -5.48
H -6.79 -1.54 -0.24
H -0.89 0.07 -1.08
C -0.42 -5.77 1.37
H -3.49 -2.99 1.28
H 3.65 -4.90 2.83
N 3.03 -2.67 -1.40
H 4.50 1.85 0.85
N 2.80 -4.42 0.95
H 3.58 -0.12 -1.29
C -4.92 2.26 -3.65
H 1.91 -0.43 -7.02
H -1.44 -1.13 3.57
C 4.53 5.09 1.02
H -2.67 5.50 -0.79
H 0.16 1.45 4.99
N -2.60 3.54 -1.19
C -0.04 -0.61 -1.12
H -2.01 -2.29 1.38
H 2.83 2.66 5.83
H -3.39 5.25 -2.99
C -0.73 -1.89 -0.53
C 4.23 3.71 0.51
O -2.35 -1.82 5.34
O -1.10 -6.70 -0.90
H 3.70 5.19 1.72
C 1.70 0.92 6.24
O -1.79 1.24 -5.79
C -3.05 2.94 2.94
H -2.15 1.23 -7.99
C 1.42 -0.82 -6.13
H 5.78 -3.72 2.09
H -4.74 3.33 -3.76
H -0.68 4.50 0.06
H -0.53 4.16 3.93
H -3.84 -3.99 4.05
N -2.82 1.32 -3.08
O 2.55 1.56 4.10
H -2.80 2.94 -5.27
H -0.09 -4.60 2.96
C -1.94 -1.98 4.02
H 0.74 -1.64 -6.36
C 4.65 -3.86 -4.56
H -0.33 -8.35 0.10
H 5.56 -3.45 -4.99
H 4.83 -2.37 5.65
C -0.09 -7.79 -0.80
H 0.20 0.44 0.86
C -2.81 1.23 1.46
H -3.82 -0.81 -0.37
H -5.57 -3.07 -1.74
H -0.24 -8.48 -1.62
H -1.98 0.60 1.80
C 4.47 -0.71 -1.51
O 4.14 -2.56 3.76
H 5.53 5.18 1.44
H 1.61 -0.09 5.85
C -2.09 4.85 -1.45
H -1.29 -2.85 4.04
C -0.66 4.96 -0.93
H 5.09 -0.05 -2.11
H -0.97 5.57 3.02
O -1.51 4.58 -3.89
N 0.00 2.27 -3.65
C -4.30 -3.07 3.69
H -2.97 3.59 -0.25
H 4.33 2.60 2.22
H 4.89 -2.91 0.91
H -3.05 5.04 2.31
O 0.81 0.28 -5.53
H 0.48 2.78 6.14
H -1.75 -4.94 -0.15
C -2.64 4.41 3.09
C -5.85 -1.15 0.15
C 0.81 0.03 0.06
C -3.12 -2.26 3.06
C -4.61 -2.65 -1.45
H 3.13 -2.14 2.12
H -5.99 -0.52 -2.18
N 1.94 0.71 7.64
H 1.91 1.46 8.31
H 3.81 -3.20 -4.78
H -4.72 -2.56 4.57
H 5.67 -3.11 -1.44
H -1.32 -6.89 3.01
H 5.99 7.26 0.40
N -5.08 -0.23 -1.85
H -1.87 2.85 -1.11
H -5.78 2.14 -4.31
C 1.76 1.26 -5.26
H 4.36 7.66 1.22
H -0.76 -2.64 6.33
H -5.10 -3.24 2.98
H -5.34 -5.21 -1.24
C -1.10 4.49 3.07
H 2.10 -2.98 3.16
H 1.32 4.61 -4.14
C -0.81 -5.50 -0.13
H -2.03 6.35 -2.94
H 0.03 -2.66 -0.39
H -5.62 -1.64 1.10
C -1.50 5.34 -5.05
H 0.42 2.84 -5.61
H -0.67 3.01 -3.55
H 0.93 -7.41 -0.81
H -4.01 -2.67 -2.37
C 0.35 1.70 6.03
C 4.94 -3.87 1.42
H 4.66 -4.02 5.04
H -3.74 0.82 1.87
O 0.46 -0.72 -2.44
H 4.46 -4.78 -5.11
H 2.15 -1.22 -5.42
H -0.69 -0.94 5.92
H -3.69 -1.34 2.93
H -0.12 4.21 -1.52
H -3.72 1.99 -6.29
C 2.71 0.31 3.41
H -0.82 -3.76 1.90
H -1.81 -1.54 7.27
H 1.38 0.82 -0.45
H 2.35 1.53 -6.14
H -1.60 -2.26 -1.08
H 2.51 0.92 -4.54
C 2.76 3.30 0.19
C 4.01 -2.03 -2.24
H 2.17 2.95 1.04
H -4.04 -5.70 -0.20
H 0.53 2.31 -2.79
H -0.23 5.96 -0.88
H -2.81 2.26 -2.70
C -2.30 5.30 -2.89
H -4.22 0.38 -4.36
H -1.35 6.42 -5.00
H 2.58 4.17 -5.17
C -1.63 -6.33 2.13
H 3.27 -3.15 5.75
N -2.66 -2.91 1.85
H -0.38 1.20 6.68
C 2.86 1.62 5.50
H 5.33 -4.63 0.75
H -1.07 -1.73 0.50
H -2.32 -5.54 2.44
O -2.68 2.58 1.67
H 4.66 3.66 -0.49
H 2.58 3.45 -3.56
H -0.79 0.46 -7.34
H -2.59 2.35 3.73
Hg -1.00 -0.03 -4.10
H -0.69 5.08 -5.73
H 4.59 8.15 -0.33
H -0.02 -4.90 -0.58
H 0.48 -6.37 1.39
H 2.11 3.99 -0.35
H -5.79 -0.13 0.53
C 5.29 -2.96 -2.46
C 4.16 -3.06 5.13
H -3.35 0.73 -2.45
H 2.84 0.27 7.76
H 3.73 -1.86 -3.28
C -4.32 -4.96 -0.95
H -2.73 0.83 0.45
H -3.10 5.91 4.57
H -3.93 4.47 4.57
H -4.50 -0.15 -2.67
N -3.06 4.93 4.35
H -3.63 -5.14 -1.77
C -1.35 -1.72 6.30
```

net charge: +1
E: -3525.43717 Eh
HOMO-LUMO gap: 5.55 eV
F_max: 3.47 eV Å⁻¹